{"formula": "C9H16F3O7Rb", "method": "the ωB97M-V functional and the def2-TZVPD basis", "charge": -2, "spin_multiplicity": 1, "lumo_ev": 2.53, "species": ["Rb", "C", "O", "O", "C", "F", "F", "F", "C", "C", "H", "H", "H", "H", "H", "H", "O", "C", "C", "O", "H", "H", "H", "H", "C", "O", "C", "O", "O", "C", "H", "H", "H", "H", "H", "H"], "xyz": [[-2.6363, -2.3139, -2.0400], [3.7444, -4.1437, 1.8517], [4.1918, -3.7421, 3.1630], [2.3610, -4.3821, 1.9273], [4.2902, -3.1994, 0.7598], [5.5046, -2.7730, 1.0616], [4.4297, -3.8133, -0.4357], [3.4854, -2.1053, 0.5984], [4.4086, -4.6900, 4.2289], [4.7010, -4.1287, 5.5270], [3.8528, -3.6102, 5.9740], [5.0086, -4.9149, 6.2165], [5.4510, -3.3399, 5.5847], [5.2081, -5.4013, 4.0215], [3.5877, -5.3958, 4.3561], [4.3823, -5.0248, 1.7820], [-6.2820, 1.2957, 2.7576], [-6.7092, 1.8236, 1.4931], [-7.5523, 1.0923, 0.2890], [-7.4577, -0.2061, -0.1752], [-5.7834, 2.1857, 1.0459], [-7.2815, 2.7341, 1.6708], [-7.3560, 1.6773, -0.6095], [-8.5984, 1.2527, 0.5501], [-2.6557, 4.0725, -5.1737], [-1.4521, 4.7246, -5.0198], [-0.4493, 4.2257, -4.2658], [-0.5626, 3.1569, -3.6111], [0.6506, 5.0319, -4.3778], [1.8803, 4.6377, -3.5655], [-3.1793, 4.4859, -6.0357], [-3.3498, 4.3468, -4.3794], [-2.5778, 2.9855, -5.1938], [2.6126, 4.0502, -4.1194], [1.7059, 3.9413, -2.7453], [2.4268, 5.4641, -3.1112]], "atomic_forces_ev_per_a": [[-0.198, 0.190, 0.277], [-4.124, -2.590, 2.017], [1.288, 1.676, 2.216], [3.601, 0.698, -1.498], [-1.606, 0.331, 1.084], [1.147, 0.743, 0.160], [-0.510, 0.006, -0.065], [0.705, -0.535, -0.340], [-0.643, -1.226, -3.173], [0.033, 2.044, 2.224], [-0.418, -0.224, 0.001], [-0.035, -0.122, 0.017], [0.502, -0.169, -0.519], [0.698, 0.076, -0.763], [-0.764, 0.298, -0.303], [0.150, -1.033, -1.130], [-1.608, 0.351, -2.669], [1.824, -0.877, 2.841], [-0.143, -2.179, -1.040], [0.645, 0.692, 1.101], [0.507, -0.099, -0.943], [-0.749, 0.377, -0.115], [0.291, 1.321, -0.013], [-0.587, 0.281, 0.627], [-2.009, -0.648, 0.565], [2.859, 1.357, 0.116], [-0.617, -3.167, 1.564], [0.830, 3.618, -2.030], [0.786, -1.113, 1.417], [-0.562, -0.933, 0.012], [0.594, -0.232, -0.439], [0.209, -0.220, 0.519], [0.154, 0.106, -0.162], [-0.381, 0.362, -0.958], [-1.093, 0.224, -0.014], [-0.774, 0.616, -0.580]], "nbo_charge": [0.385, 0.295, -0.583, -0.914, 0.928, -0.337, -0.347, -0.343, -0.057, -0.610, 0.201, 0.192, 0.197, 0.130, 0.174, 0.070, -0.829, -0.078, -0.070, -0.800, 0.109, 0.091, 0.092, 0.104, -0.256, -0.504, 0.987, -0.643, -0.511, -0.273, 0.187, 0.191, 0.205, 0.192, 0.223, 0.198]}


{"formula": "C9H16I2NO2", "method": "the ωB97M-V functional and the def2-TZVPD basis", "smiles": "C=C(I)/C([NH2+][C@H](C)O)=C(\\I)C[C@@H](C)O", "charge": 1, "spin_multiplicity": 1, "lumo_ev": -2.99, "species": ["C", "C", "C", "C", "C", "C", "C", "C", "C", "N", "O", "O", "I", "I", "H", "H", "H", "H", "H", "H", "H", "H", "H", "H", "H", "H", "H", "H", "H", "H"], "xyz": [[-2.9717, -0.7180, -1.9378], [-1.2542, -0.1868, -0.3011], [-2.4437, -1.0328, -0.7465], [-1.2923, 1.0922, -0.0788], [-0.3438, 2.1127, 2.7943], [1.4997, -2.0540, -1.8400], [-0.0675, 1.9893, 0.2304], [0.6426, 1.7953, 1.5983], [0.9993, -0.6162, -1.3972], [0.0711, -0.8213, -0.0893], [1.2520, 0.4498, 1.7564], [1.9177, 0.2506, -1.0846], [-2.7599, -2.7867, 0.3449], [-3.1072, 2.2005, -0.3320], [-3.6474, -1.3333, -2.5185], [-2.6695, 0.1194, -2.6719], [-1.2324, 1.3402, 2.8633], [0.1732, 2.0236, 3.7115], [-0.6300, 3.0608, 2.6605], [2.3018, -2.3026, -1.1745], [1.8642, -2.0551, -2.8235], [0.7169, -2.8859, -1.8390], [-0.5101, 3.0525, 0.3189], [0.7293, 2.0672, -0.5153], [1.4915, 2.5310, 1.4789], [0.2754, -0.3023, -2.1740], [-0.1720, -1.8432, 0.0844], [0.6829, -0.3902, 0.6635], [0.9645, 0.1814, 2.6892], [2.4186, 0.0198, -0.2568]], "atomic_forces_ev_per_a": [[0.489, 0.084, -1.569], [-0.565, -1.367, 0.734], [1.861, 0.885, -1.283], [0.104, 2.942, -0.110], [0.735, -5.272, -1.335], [-1.728, 0.162, 1.531], [-1.143, 1.503, 1.002], [-0.522, 0.639, -0.046], [-2.972, -4.727, -1.009], [-1.032, -1.911, -2.169], [-0.906, 0.773, 2.298], [2.564, 1.861, 1.213], [-0.141, 0.231, -0.152], [0.649, -0.258, 0.281], [-0.497, -0.353, 0.746], [0.000, -0.928, 2.010], [1.571, 1.663, -0.531], [0.683, 0.044, 1.121], [-1.588, 3.528, -0.288], [0.529, -0.514, 0.381], [0.658, 0.414, -1.363], [0.741, 1.341, 0.335], [0.938, -1.566, -0.161], [-0.682, -0.418, -0.329], [-0.761, -0.756, 0.909], [0.659, 0.609, 0.485], [0.902, 1.268, -0.128], [-1.050, -0.199, 0.517], [0.870, 0.226, -1.847], [-0.369, 0.094, -1.246]], "nbo_charge": [-0.339, 0.004, -0.246, -0.087, -0.631, -0.661, -0.535, 0.109, 0.311, -0.639, -0.760, -0.677, 0.236, 0.224, 0.233, 0.238, 0.220, 0.222, 0.229, 0.215, 0.246, 0.230, 0.261, 0.267, 0.207, 0.198, 0.442, 0.464, 0.515, 0.503]}


{"formula": "C9H16IN2O3", "method": "the ωB97M-V functional and the def2-TZVPD basis", "charge": 1, "spin_multiplicity": 3, "lumo_ev": [-3.24, -5.01], "s_squared": 2.008, "species": ["C", "C", "C", "C", "C", "C", "C", "C", "C", "N", "N", "O", "O", "O", "I", "H", "H", "H", "H", "H", "H", "H", "H", "H", "H", "H", "H", "H", "H", "H", "H"], "xyz": [[-2.4625, -0.2791, 1.1571], [1.8290, 0.8395, 1.3297], [2.1764, 2.0786, 0.5394], [0.8026, -0.4136, -0.5318], [0.5219, 0.1685, 0.7650], [2.1394, 1.8198, -0.9603], [1.4952, 0.6338, -1.4831], [-3.5817, -2.5229, -1.2152], [-0.1619, -0.8517, 1.7244], [-3.4096, -0.6210, 0.1615], [3.0696, 0.8593, -1.5261], [-2.5888, 0.5885, 1.9642], [-1.3958, -1.1342, 0.9872], [-2.9104, -1.2901, -0.9076], [-5.0043, 0.6673, -0.1078], [2.5901, 0.1600, 1.2099], [1.6699, 0.9560, 2.4331], [1.5930, 2.8941, 0.8503], [3.2265, 2.4008, 0.8770], [1.5040, -1.2233, -0.4852], [-0.1125, -0.8230, -0.9873], [-0.1474, 0.9874, 0.7496], [2.1597, 2.7779, -1.5603], [1.0688, 0.7895, -2.5240], [-3.0705, -3.0137, -2.0128], [-4.6271, -2.3059, -1.3210], [-3.4680, -3.0238, -0.3155], [-0.3995, -0.4328, 2.7335], [0.3503, -1.8213, 1.7075], [3.6679, 1.0732, -2.3081], [3.4755, 0.0620, -0.9434]], "atomic_forces_ev_per_a": [[0.891, -1.787, -0.978], [-2.847, -0.047, 0.921], [2.745, -0.545, 0.825], [0.729, 0.248, -2.957], [1.500, 0.573, 3.481], [-0.009, 3.041, 1.115], [-1.634, 0.495, -2.495], [-0.338, 1.546, 0.962], [-0.771, 0.719, -1.255], [2.068, -1.281, 0.842], [0.240, -3.658, 1.731], [0.290, -0.019, 0.188], [-0.034, 0.415, 1.265], [1.273, 0.367, -1.187], [-3.325, 2.373, -0.551], [2.063, -1.861, 0.019], [0.433, 0.501, -1.002], [-1.210, 1.118, -0.164], [-1.230, -0.364, -0.835], [0.348, -0.857, 0.400], [0.413, 0.339, -0.283], [-1.148, 0.837, -0.553], [-0.223, -1.342, 0.530], [0.591, -0.573, 1.431], [0.106, 0.011, -0.646], [-0.554, -0.174, -0.768], [0.044, -1.933, 1.504], [0.406, -0.451, -0.826], [-0.031, 0.324, 0.507], [-0.407, 0.088, -0.614], [-0.378, 1.895, -0.609]], "nbo_charge": [0.844, -0.398, -0.429, -0.437, -0.254, -0.067, 0.028, -0.246, -0.061, -0.324, -0.571, -0.566, -0.536, -0.388, 0.317, 0.179, 0.251, 0.252, 0.241, 0.220, 0.285, 0.222, 0.261, 0.258, 0.208, 0.195, 0.184, 0.232, 0.205, 0.453, 0.444]}


{"formula": "C9H16N2O", "method": "the ωB97M-V functional and the def2-TZVPD basis", "smiles": "C=C(C)C(C)(C)O.c1cn[nH]c1", "spin_multiplicity": 1, "lumo_ev": 0.71, "species": ["C", "C", "C", "C", "C", "C", "C", "C", "C", "N", "N", "O", "H", "H", "H", "H", "H", "H", "H", "H", "H", "H", "H", "H", "H", "H", "H", "H"], "xyz": [[-3.3281, -0.8222, 1.4090], [-4.1079, -0.0606, 0.5442], [-2.0566, -0.7925, 0.9830], [0.3203, -1.0816, -1.3348], [1.6366, -1.7537, 0.6403], [2.0055, 1.3699, -1.7481], [0.7815, 1.6464, 0.4895], [1.2075, -0.6856, -0.4538], [1.7489, 0.7486, -0.3318], [-3.2749, 0.3097, -0.4682], [-2.0643, -0.1930, -0.2153], [2.9316, 0.6396, 0.4409], [-3.7479, -1.5105, 2.2009], [-5.1639, 0.0362, 0.5834], [-0.1494, -0.4967, -2.1486], [-0.2162, -1.9848, -1.1274], [-1.1289, -1.2264, 1.3677], [0.6474, -2.1413, 1.0676], [2.2120, -2.5498, 0.2524], [2.1677, -1.3163, 1.4691], [2.8195, 0.9193, -2.1874], [2.2701, 2.4093, -1.6345], [0.9473, 1.4398, -2.2198], [0.5988, 1.1495, 1.4413], [-0.1077, 1.8875, -0.0094], [1.2220, 2.5765, 0.7158], [-1.2342, 0.0142, -0.7531], [3.0635, 1.4688, 1.0270]], "atomic_forces_ev_per_a": [[-2.211, -1.767, 3.071], [3.136, -0.719, -1.620], [2.103, -1.295, -0.220], [-1.120, 0.324, -1.055], [-2.868, 1.668, 0.280], [-3.705, 1.258, 2.219], [0.872, -1.856, 0.138], [1.261, -0.396, 1.665], [-0.177, 0.551, -0.275], [-1.588, 0.761, -0.744], [-1.267, 1.021, 1.104], [1.155, 1.992, 1.318], [0.785, 1.322, -0.664], [-0.495, 0.556, -0.418], [0.788, -0.142, 0.399], [0.117, -0.771, -0.311], [-0.665, 0.114, -0.098], [1.496, 0.084, -0.597], [0.490, -0.803, -0.636], [0.216, 0.267, 0.086], [1.194, -1.464, -1.642], [0.197, 0.516, 0.313], [2.153, -0.630, -0.046], [-0.353, -0.037, 0.012], [-1.485, 0.006, -0.701], [0.960, 1.206, 0.159], [-0.559, 0.259, -0.038], [-0.432, -2.023, -1.697]], "nbo_charge": [-0.339, -0.075, -0.071, -0.467, -0.636, -0.616, -0.626, 0.049, 0.218, -0.273, -0.339, -0.733, 0.224, 0.214, 0.205, 0.210, 0.214, 0.199, 0.227, 0.234, 0.225, 0.206, 0.209, 0.216, 0.215, 0.206, 0.427, 0.476]}


{"formula": "C9H16N2O2", "method": "the ωB97M-V functional and the def2-TZVPD basis", "smiles": "C=NC1(NC(=O)OC(C)(C)C)CC1", "spin_multiplicity": 1, "lumo_ev": 0.75, "species": ["C", "C", "C", "C", "C", "C", "C", "C", "C", "N", "N", "O", "O", "H", "H", "H", "H", "H", "H", "H", "H", "H", "H", "H", "H", "H", "H", "H", "H"], "xyz": [[2.3536, -0.3004, 2.0776], [0.3437, 0.4749, -0.1594], [3.0518, 2.3203, -0.1236], [3.9520, 1.2410, -0.6920], [2.7308, 0.8472, 0.1749], [-2.6825, 0.5094, -0.6060], [-2.2282, -1.8419, -0.8958], [-1.7233, -0.8430, 1.3209], [-1.7433, -0.7234, -0.1558], [3.1958, 0.4059, 1.5421], [1.6845, 0.0941, -0.4154], [0.1024, 1.4055, 0.5349], [-0.3868, -0.4754, -0.7042], [2.3573, -0.6435, 3.0877], [1.5312, -0.7174, 1.5939], [3.4296, 3.0105, 0.7148], [2.4550, 2.7573, -0.8106], [3.9123, 1.0379, -1.7145], [4.9789, 1.2263, -0.1832], [-2.2062, 0.7567, -1.5655], [-3.6411, 0.0898, -0.9656], [-2.7824, 1.3596, 0.0165], [-2.0440, -1.5322, -1.8678], [-3.2849, -2.0261, -0.7501], [-1.6690, -2.7252, -0.6349], [-2.6706, -1.1522, 1.5132], [-1.0550, -1.5710, 1.6907], [-1.5542, 0.0228, 1.9081], [1.9177, -0.2830, -1.3110]], "atomic_forces_ev_per_a": [[-1.003, -1.805, 2.124], [3.126, -1.367, -0.520], [1.906, -1.254, 2.867], [0.854, 0.615, 3.156], [3.062, 0.452, 0.386], [0.935, -2.280, -1.894], [-0.456, -2.296, 0.484], [1.395, 0.261, -0.325], [-0.148, 4.994, 0.694], [0.432, 2.621, -2.281], [0.121, 1.526, -0.038], [-1.433, 0.827, 0.674], [-1.823, -0.436, 0.133], [0.949, -0.005, 0.961], [-1.634, -0.396, -1.138], [-0.640, -1.426, -1.388], [-2.070, 1.470, -1.878], [0.006, -0.183, -1.497], [-1.735, -0.514, -0.935], [-0.132, 0.637, 0.263], [0.139, 0.382, 0.779], [0.072, 0.584, 0.737], [0.080, -0.242, -2.338], [-0.118, -0.009, 0.112], [0.212, -0.564, -0.222], [-2.955, -1.100, 1.098], [0.875, -1.178, 0.195], [0.235, 1.195, 0.008], [-0.254, -0.510, -0.219]], "nbo_charge": [-0.048, 0.909, -0.397, -0.424, 0.219, -0.633, -0.629, -0.644, 0.291, -0.375, -0.677, -0.607, -0.534, 0.159, 0.136, 0.233, 0.209, 0.204, 0.233, 0.214, 0.204, 0.230, 0.224, 0.221, 0.216, 0.216, 0.209, 0.237, 0.405]}


{"formula": "C9H16N2O2", "method": "the ωB97M-V functional and the def2-TZVPD basis", "smiles": "O=c1cc[nH]c(=O)[nH]1.CCCCC", "spin_multiplicity": 1, "lumo_ev": 0.11, "species": ["C", "C", "C", "C", "C", "C", "C", "C", "C", "H", "H", "H", "H", "H", "H", "H", "H", "H", "H", "H", "H", "H", "H", "H", "H", "N", "N", "O", "O"], "xyz": [[0.8760, -0.6459, 1.7255], [1.0418, -0.4409, 3.2404], [0.8140, -1.4164, 4.1435], [0.8226, -3.0486, 2.2838], [-2.2769, 0.0810, -3.5238], [-1.0184, 0.8146, -3.0378], [-0.8261, 0.9095, -1.4953], [0.4009, 1.9434, -1.5202], [0.6892, 2.2637, -0.0637], [1.1279, -2.3098, 0.5237], [1.5351, 0.5493, 3.5953], [0.7931, -1.4861, 5.1935], [0.6864, -3.5250, 4.2582], [-2.0758, -0.7555, -2.8822], [-3.2734, 0.5630, -3.4619], [-2.1841, -0.0927, -4.6144], [-1.0524, 2.0280, -3.2038], [-0.1193, 0.3457, -3.5069], [-1.8357, 1.3895, -1.2370], [-0.6685, -0.0642, -0.9831], [-0.0007, 2.8968, -2.0217], [1.0222, 1.4772, -2.3456], [1.4880, 1.4194, 0.3400], [1.1854, 3.2663, 0.1572], [-0.2393, 2.5045, 0.5661], [1.0852, -1.9821, 1.4231], [0.5309, -2.7754, 3.6503], [0.5342, 0.2955, 0.8921], [0.9377, -4.2049, 1.9047]], "atomic_forces_ev_per_a": [[-1.665, 2.987, -0.589], [1.020, 1.854, 0.488], [-0.319, -2.679, -3.132], [0.776, -1.683, 1.644], [0.900, 0.903, -0.899], [-0.635, 3.076, -0.143], [-0.823, 1.238, -2.472], [-3.057, 0.314, 0.196], [4.034, 2.210, 0.969], [0.050, -0.516, -2.860], [-1.570, -1.666, -0.769], [0.371, 1.004, 1.112], [0.076, -1.228, 0.798], [-1.372, -1.429, -0.323], [0.730, -0.169, 0.855], [0.117, -0.571, 0.637], [0.082, -3.178, -0.865], [-0.681, 0.534, 0.108], [1.604, -0.589, 0.644], [0.009, 0.897, -0.332], [0.481, -1.303, 0.734], [0.637, 0.763, 1.892], [-1.972, 3.709, -1.131], [0.037, -0.796, -1.140], [1.086, -1.555, -0.974], [-0.775, 0.775, 2.536], [0.385, 3.957, -2.549], [0.863, -8.027, 5.568], [-0.390, 1.167, 0.000]], "nbo_charge": [0.665, -0.367, 0.038, 0.783, -0.636, -0.381, -0.407, -0.417, -0.607, 0.426, 0.256, 0.222, 0.415, 0.209, 0.210, 0.206, 0.184, 0.188, 0.194, 0.212, 0.191, 0.217, 0.255, 0.182, 0.212, -0.630, -0.620, -0.599, -0.603]}